Entry 1:
{"formula": "C23H42AuCl3N2O3Si3", "method": "ωB97M-V/def2-TZVPD", "species": ["Au", "Cl", "C", "Cl", "Cl", "C", "O", "O", "C", "N", "C", "C", "C", "N", "C", "C", "O", "H", "H", "H", "H", "H", "H", "H", "H", "H", "H", "H", "H", "C", "Si", "C", "C", "C", "Si", "C", "C", "C", "H", "H", "H", "H", "H", "H", "H", "H", "H", "H", "H", "H", "H", "H", "H", "H", "H", "H", "H", "C", "Si", "C", "C", "C", "C", "C", "C", "C", "H", "H", "H", "H", "H", "H", "H", "H", "H", "H", "H"], "positions_angstrom": [[-0.2499, -1.8905, 0.2833], [1.0315, 0.7180, 4.4489], [0.2953, -0.8910, 4.3542], [-1.2445, -0.8680, 5.2106], [1.3761, -2.0885, 5.1014], [0.1275, -1.3039, 2.8656], [-0.9651, -1.8103, 2.5290], [1.1039, -1.1172, 2.1152], [0.9459, -0.5093, -3.2250], [2.2092, -0.5864, -2.5180], [3.3020, 0.1996, -3.0675], [4.3565, 0.4565, -2.0135], [4.7609, -0.8543, -1.3727], [3.5925, -1.6060, -0.9414], [3.8071, -2.5797, 0.1142], [2.3881, -1.5295, -1.5559], [1.4616, -2.3111, -1.2414], [0.5821, 0.5205, -3.2160], [0.2198, -1.1503, -2.7375], [1.0624, -0.8315, -4.2641], [2.8843, 1.1409, -3.4295], [3.7350, -0.3165, -3.9339], [3.9560, 1.1265, -1.2537], [5.2259, 0.9379, -2.4617], [5.3780, -0.6726, -0.4911], [5.3559, -1.4588, -2.0683], [4.2123, -2.0754, 0.9931], [4.5100, -3.3512, -0.2112], [2.8642, -3.0436, 0.3789], [1.8640, 3.8701, 2.1089], [1.8834, 2.5082, 0.8213], [2.3312, 3.2771, -0.8423], [3.1730, 1.2364, 1.3044], [0.2304, 1.7013, 0.6346], [-1.5064, 2.3427, 0.6292], [-2.5197, 1.3741, 1.8665], [-1.5710, 4.1712, 1.0403], [-2.1940, 2.0876, -1.1020], [2.8728, 4.2672, 2.2470], [1.5200, 3.4893, 3.0725], [1.2148, 4.6981, 1.8219], [3.3407, 3.6963, -0.8320], [1.6361, 4.0824, -1.0901], [2.2748, 2.5397, -1.6467], [4.1856, 1.6421, 1.2215], [3.0978, 0.3428, 0.6820], [3.0113, 0.9095, 2.3320], [0.2717, 0.6342, 0.4026], [-2.2227, 1.6144, 2.8904], [-2.3889, 0.2979, 1.7305], [-3.5851, 1.5935, 1.7599], [-1.2025, 4.3693, 2.0480], [-2.6013, 4.5311, 0.9865], [-0.9779, 4.7631, 0.3390], [-2.1164, 1.0381, -1.3961], [-1.6468, 2.6891, -1.8316], [-3.2491, 2.3671, -1.1497], [-2.2331, -4.5474, 0.0370], [-2.1484, -2.8360, -0.7203], [-2.0270, -2.9343, -2.5860], [-3.6412, -1.8375, -0.2003], [-4.3165, -0.9980, -1.0894], [-5.4121, -0.2509, -0.6801], [-5.8531, -0.3317, 0.6328], [-5.1935, -1.1569, 1.5337], [-4.0969, -1.8970, 1.1208], [-3.1687, -5.0393, -0.2420], [-2.1817, -4.4985, 1.1252], [-1.4019, -5.1633, -0.3104], [-2.8772, -3.4958, -2.9829], [-1.1082, -3.4440, -2.8799], [-2.0300, -1.9486, -3.0538], [-3.9892, -0.9245, -2.1204], [-5.9218, 0.3932, -1.3858], [-6.7078, 0.2500, 0.9547], [-5.5268, -1.2140, 2.5621], [-3.5749, -2.5134, 1.8440]], "forces_ev_per_a": [[-0.087, -0.171, 0.031], [-0.008, 0.017, -0.006], [-0.005, -0.026, 0.025], [0.008, -0.006, 0.012], [0.000, 0.012, 0.007], [-0.004, -0.003, -0.042], [0.022, 0.070, -0.008], [0.010, 0.016, 0.019], [-0.014, -0.009, -0.020], [-0.006, 0.031, 0.026], [0.014, -0.021, -0.014], [0.004, 0.003, 0.012], [0.016, -0.012, -0.015], [-0.004, 0.006, -0.002], [0.007, -0.017, 0.007], [0.013, 0.030, 0.013], [-0.018, 0.026, -0.023], [0.004, -0.001, 0.003], [-0.006, 0.005, -0.002], [-0.003, -0.003, 0.000], [0.005, -0.001, 0.000], [-0.003, 0.005, -0.002], [0.026, -0.022, -0.018], [0.001, -0.009, -0.008], [-0.008, 0.013, 0.002], [0.004, -0.004, 0.011], [-0.003, 0.001, 0.002], [0.003, 0.000, 0.000], [0.007, 0.001, 0.000], [0.020, -0.008, -0.015], [-0.035, -0.036, 0.033], [-0.011, 0.007, -0.011], [0.002, 0.005, -0.007], [0.004, 0.050, -0.025], [0.004, -0.006, 0.026], [0.000, 0.006, 0.003], [-0.021, -0.006, -0.024], [0.001, -0.004, 0.006], [0.003, 0.006, 0.008], [-0.005, 0.002, 0.009], [-0.010, 0.003, -0.010], [0.008, 0.004, -0.003], [-0.008, 0.011, 0.009], [-0.021, 0.021, 0.008], [0.003, 0.008, 0.003], [-0.003, -0.007, 0.002], [0.004, 0.006, 0.010], [0.075, -0.006, -0.006], [0.009, -0.004, 0.004], [-0.004, 0.003, -0.011], [-0.004, 0.008, 0.005], [0.005, -0.007, 0.013], [-0.005, 0.006, 0.001], [0.009, 0.006, 0.001], [0.002, -0.026, 0.007], [0.000, 0.001, -0.010], [-0.012, 0.002, -0.005], [-0.003, -0.011, -0.052], [0.027, 0.004, 0.005], [-0.041, 0.010, 0.010], [0.012, 0.039, -0.013], [0.000, -0.007, -0.002], [-0.003, 0.003, 0.007], [-0.009, 0.002, -0.005], [0.000, 0.001, -0.005], [0.013, -0.015, 0.024], [-0.003, -0.006, -0.001], [-0.014, 0.005, 0.011], [0.005, -0.004, 0.004], [0.008, -0.008, -0.017], [0.010, -0.012, 0.008], [0.002, 0.017, 0.002], [0.008, 0.002, -0.009], [-0.002, 0.001, -0.003], [0.000, 0.002, 0.002], [0.000, -0.002, 0.005], [0.005, 0.002, 0.003]], "mulliken_charge": [0.731, -0.129, 0.758, -0.121, -0.148, -0.056, -0.501, -0.636, -0.953, 0.417, -0.951, 0.014, -0.914, 0.268, -1.123, 0.684, -0.898, 0.346, 0.016, 0.349, 0.515, 0.315, -0.365, 0.444, 0.476, 0.378, 0.373, 0.354, 0.232, -0.899, -0.341, -0.895, -0.218, 0.469, -0.295, -0.342, -1.011, -0.637, 0.355, 0.220, 0.285, 0.338, 0.376, 0.030, 0.444, -0.402, 0.333, 0.180, 0.355, -0.161, 0.269, 0.297, 0.349, 0.305, -0.025, 0.356, 0.299, -1.166, 0.496, -1.182, 0.712, -0.376, -0.596, -0.463, -0.598, -0.382, 0.360, 0.319, 0.306, 0.415, 0.329, 0.258, 0.283, 0.410, 0.390, 0.381, 0.195], "lumo_energy_ev": [0.5, -1.3], "e_homo_ev": [-7.54, -9.04], "largest_force_ev_per_a": 0.2, "de_lowest_ev": 0.049, "spin_multiplicity": 3, "orbital_gap_ev": [8.055, 7.774], "energy_ha": -3621.6416, "charge": 0}


Entry 2:
{"formula": "C10H9NO3S", "method": "ωB97M-V/def2-TZVPD", "species": ["O", "N", "C", "C", "S", "C", "C", "C", "C", "O", "C", "C", "C", "C", "O", "H", "H", "H", "H", "H", "H", "H", "H", "H"], "positions_angstrom": [[2.6110, -2.1073, 0.5706], [2.0089, -1.9445, 1.6245], [0.7122, -1.2470, 1.6066], [0.2962, -0.7131, 0.2038], [0.7143, -1.8785, -1.1735], [-1.1327, -0.4099, 0.0846], [-2.2011, -1.2219, 0.1800], [-3.3715, -0.5031, -0.1138], [-2.9217, 0.7894, -0.4041], [-1.5892, 0.7761, -0.3519], [1.0601, 0.5342, -0.0747], [1.3493, 1.0631, -1.3071], [2.0556, 2.2675, -1.0618], [2.1852, 2.3690, 0.2553], [1.5733, 1.3810, 0.9111], [0.8246, -0.3768, 2.1069], [0.0190, -1.9193, 2.0533], [-0.5322, -1.9176, -1.5955], [-2.1110, -2.3348, 0.3794], [-4.3541, -0.7560, -0.2508], [-3.4999, 1.6464, -0.4709], [1.1742, 0.5284, -2.2638], [2.6375, 2.8201, -1.7218], [2.4919, 3.1548, 0.8137]], "forces_ev_per_a": [[-1.486, 0.950, 2.164], [1.707, -0.862, -0.912], [0.109, -1.581, -4.000], [0.978, 0.057, 0.098], [0.138, -0.707, 0.053], [-1.724, -0.298, -0.169], [-0.274, -3.418, 0.761], [2.249, 2.955, -0.633], [-0.247, -4.298, 0.809], [1.245, 2.329, 0.569], [1.122, 1.378, -1.333], [-0.087, -1.183, 0.095], [0.132, -1.083, -0.290], [-1.003, -0.674, -0.497], [-1.229, -1.731, -0.278], [0.469, 2.408, 2.609], [-0.635, -0.448, 0.428], [-0.535, -0.047, -0.410], [-0.262, 1.639, -0.113], [-2.114, -1.014, 0.187], [-0.283, 1.727, -0.617], [0.077, 0.789, 0.949], [0.359, 1.123, -1.247], [1.295, 1.987, 1.776]], "mulliken_charge": [-0.256, -0.059, -1.039, 2.286, -0.172, -1.095, -0.040, -0.689, -0.562, -0.296, -0.410, -0.063, -0.845, -0.425, -0.368, 0.643, 0.392, 0.218, 0.358, 0.483, 0.511, 0.442, 0.416, 0.572], "lumo_energy_ev": -0.2, "e_homo_ev": -8.53, "largest_force_ev_per_a": 4.4, "de_lowest_ev": 2.064, "orbital_gap_ev": 8.340, "energy_ha": -1064.9344, "smiles": "O=NCC(S)(c1ccco1)c1ccco1", "charge": 0}


Entry 3:
{"formula": "C5H8O2", "method": "ωB97M-V/def2-TZVPD", "species": ["C", "C", "C", "O", "C", "C", "O", "H", "H", "H", "H", "H", "H", "H", "H"], "positions_angstrom": [[-1.2693, 1.3054, -0.3411], [-0.2978, 0.1970, -0.0037], [-0.1395, -0.5539, 1.2728], [1.3108, -0.4972, 1.1286], [1.1763, 0.2856, -0.0846], [0.6172, -0.6506, -1.0768], [0.9476, -1.9855, -0.9503], [-1.1212, 2.1354, 0.3680], [-1.0997, 1.7249, -1.3428], [-2.3204, 1.0016, -0.2788], [-0.5252, -1.5844, 1.2463], [-0.4759, -0.0360, 2.1722], [1.8770, 1.1016, -0.2017], [-0.1369, -0.4227, -1.7904], [1.4570, -2.0212, -0.1178]], "forces_ev_per_a": [[0.013, -0.210, -0.003], [-0.133, -0.082, 0.286], [-0.094, -0.042, 0.363], [0.283, 0.036, 0.183], [0.179, 0.300, -0.061], [-1.315, 0.178, 1.055], [-0.323, 0.129, 0.169], [-0.051, -0.227, -0.157], [0.052, -0.236, 0.171], [0.185, -0.066, -0.029], [0.146, 0.187, 0.164], [0.177, -0.053, 0.132], [0.052, 0.040, -0.031], [0.959, 0.233, -1.999], [-0.130, -0.188, -0.241]], "mulliken_charge": [-1.438, 0.454, -0.400, -0.534, -0.002, -0.400, -0.531, 0.337, 0.368, 0.339, 0.241, 0.316, 0.424, 0.481, 0.347], "lumo_energy_ev": 0.9, "e_homo_ev": -8.54, "largest_force_ev_per_a": 2.2, "de_lowest_ev": 3.645, "orbital_gap_ev": 9.457, "energy_ha": -345.6710, "smiles": "C[C@]12CO[C@H]1[C@H]2O", "charge": 0}


What did the third record say?
{"formula": "C5H8O2", "method": "ωB97M-V/def2-TZVPD", "species": ["C", "C", "C", "O", "C", "C", "O", "H", "H", "H", "H", "H", "H", "H", "H"], "positions_angstrom": [[-1.2693, 1.3054, -0.3411], [-0.2978, 0.1970, -0.0037], [-0.1395, -0.5539, 1.2728], [1.3108, -0.4972, 1.1286], [1.1763, 0.2856, -0.0846], [0.6172, -0.6506, -1.0768], [0.9476, -1.9855, -0.9503], [-1.1212, 2.1354, 0.3680], [-1.0997, 1.7249, -1.3428], [-2.3204, 1.0016, -0.2788], [-0.5252, -1.5844, 1.2463], [-0.4759, -0.0360, 2.1722], [1.8770, 1.1016, -0.2017], [-0.1369, -0.4227, -1.7904], [1.4570, -2.0212, -0.1178]], "forces_ev_per_a": [[0.013, -0.210, -0.003], [-0.133, -0.082, 0.286], [-0.094, -0.042, 0.363], [0.283, 0.036, 0.183], [0.179, 0.300, -0.061], [-1.315, 0.178, 1.055], [-0.323, 0.129, 0.169], [-0.051, -0.227, -0.157], [0.052, -0.236, 0.171], [0.185, -0.066, -0.029], [0.146, 0.187, 0.164], [0.177, -0.053, 0.132], [0.052, 0.040, -0.031], [0.959, 0.233, -1.999], [-0.130, -0.188, -0.241]], "mulliken_charge": [-1.438, 0.454, -0.400, -0.534, -0.002, -0.400, -0.531, 0.337, 0.368, 0.339, 0.241, 0.316, 0.424, 0.481, 0.347], "lumo_energy_ev": 0.9, "e_homo_ev": -8.54, "largest_force_ev_per_a": 2.2, "de_lowest_ev": 3.645, "orbital_gap_ev": 9.457, "energy_ha": -345.6710, "smiles": "C[C@]12CO[C@H]1[C@H]2O", "charge": 0}


- Number 2 is which compound?
  C10H9NO3S